[1]
A 4-piece molecular cluster, C29H52Br2F8O17P2S4 overall at a distorted geometry. Source: the OMol25 dataset; level of theory: ωB97M-V/def2-TZVPD.

Each line ends with the Löwdin charge.
Positions of all 114 atoms, in Å:
C -5.3585 3.8865 -5.4259  -0.08
C -4.5580 5.2522 -5.6595  -0.26
O -3.8084 5.2892 -6.8876  -0.17
C -2.6895 4.3852 -6.8664  -0.18
C -1.4976 4.8360 -5.9125  -0.17
O -0.4966 3.7822 -5.9255  -0.17
C -0.7805 2.7832 -4.9328  -0.18
C 0.6060 2.3416 -4.2477  -0.15
O 0.2825 1.5391 -3.0955  -0.19
C -0.0850 0.2076 -3.4757  -0.15
C 0.1380 -0.8600 -2.2653  -0.36
O 1.2854 -0.3218 -1.5990  -0.12
C 1.7760 -1.0836 -0.5124  -0.18
C 1.7738 -0.1516 0.8119  -0.43
O 2.7807 -0.5199 1.7555  -0.24
C 2.2439 -0.8864 3.0337  -0.45
C 1.4828 0.3103 3.7867  -0.14
C 2.5591 1.3212 4.4448  -0.08
C 2.9669 0.9191 5.9106  -0.45
F 1.9116 0.5752 6.7468  0.08
F 3.8924 -0.1447 5.9136  0.06
F 3.5560 2.0618 6.4955  0.06
P 1.2441 -2.5174 2.9931  0.94
C 2.1470 -3.6960 4.2011  -0.29
C -0.4631 -2.3023 3.7688  -0.32
P 2.0342 1.6972 0.4205  0.49
S 3.6898 2.4145 1.2353  0.17
C 3.2633 -1.6012 -0.8558  -0.27
F 3.3141 -2.2119 -2.1373  0.06
F 3.6715 -2.6204 0.0310  0.07
C 4.3421 -0.4266 -0.9176  -0.21
F 5.5286 -1.0328 -1.4254  0.01
F 4.0137 0.5817 -1.8207  0.04
C 0.3742 -2.2260 -3.0364  -0.25
C -0.7735 -2.5764 -4.1118  -0.05
F 0.6260 -3.3600 -2.2204  -0.04
C -1.2300 -0.7842 -1.4302  -0.52
Br -1.3376 0.8950 -0.3242  0.82
C -1.6303 -2.0858 -0.6089  -0.66
C -2.3683 -1.6882 0.7723  -0.24
Br -2.9772 -3.2371 -1.5613  0.73
H -4.6666 2.9865 -5.3413  0.07
H -6.1080 3.7806 -6.2637  0.08
H -5.9249 4.0023 -4.4440  0.08
H -5.3483 6.0724 -5.7428  0.13
H -3.9356 5.5024 -4.7414  0.11
H -2.9743 3.3156 -6.6076  0.11
H -2.2728 4.3553 -7.9210  0.14
H -0.9852 5.7323 -6.3970  0.14
H -1.8194 5.1117 -4.8655  0.11
H -1.4417 3.1634 -4.0849  0.14
H -1.2430 1.8448 -5.3959  0.13
H 1.2084 3.2445 -3.9148  0.14
H 1.2419 1.7963 -5.0144  0.13
H -1.0985 0.1072 -3.9617  0.13
H 0.6784 -0.1176 -4.2709  0.14
H 1.1984 -2.0073 -0.2251  0.14
H 0.7266 -0.2928 1.2508  0.08
H 3.1479 -1.1195 3.6955  0.12
H 0.8228 -0.0378 4.6355  0.10
H 0.8474 0.9484 3.1038  0.09
H 2.1942 2.3865 4.3925  0.12
H 3.5022 1.2470 3.8132  0.09
H 3.2705 -3.5658 4.1658  0.04
H 1.8306 -4.7673 4.0420  0.04
H 1.8281 -3.3484 5.2456  0.04
H -0.5212 -2.7286 4.8141  0.04
H -1.1810 -2.9274 3.1355  0.03
H -0.8398 -1.2351 3.6829  0.04
H 2.1248 1.9851 -0.9711  0.00
H 0.9588 2.4340 1.0147  -0.05
H 4.6335 -0.0351 0.1074  0.13
H 1.3139 -2.0687 -3.6665  0.15
H -0.8566 -3.6923 -4.2425  0.09
H -0.4359 -2.1098 -5.0993  0.10
H -1.7627 -2.0717 -3.8701  0.03
H -2.0545 -0.6382 -2.2060  0.09
H -0.7914 -2.7704 -0.3078  0.08
H -2.7596 -2.6830 1.1828  0.07
H -1.6537 -1.2958 1.5503  0.03
H -3.2834 -1.0487 0.6055  0.07
O 5.5526 -5.2245 6.3400  -0.23
S 6.0974 -4.5696 7.4895  0.64
O 7.0292 -5.2008 8.3700  -0.22
O 4.8667 -3.9848 8.3674  -0.19
C 5.0099 -2.5708 8.5123  -0.17
C 5.7615 -2.1162 7.2730  -0.18
O 6.7176 -3.1477 7.0208  -0.19
H 5.5894 -2.3777 9.4191  0.13
H 4.0328 -2.0959 8.5993  0.13
H 6.2591 -1.1582 7.4165  0.14
H 5.0962 -2.0538 6.4092  0.11
O -2.7006 3.0174 2.8276  -0.22
S -1.4459 3.5634 3.2430  0.63
O -0.3511 3.7590 2.3437  -0.25
O -0.9216 2.7122 4.5188  -0.21
C -0.7375 3.5855 5.6359  -0.17
C -1.7327 4.7149 5.4275  -0.16
O -1.7270 4.9567 4.0189  -0.18
H 0.2910 3.9558 5.6138  0.13
H -0.9094 3.0505 6.5695  0.14
H -1.4585 5.6166 5.9732  0.14
H -2.7429 4.4097 5.7143  0.14
O -3.8792 -1.2413 -5.2547  -0.24
S -5.0851 -1.9920 -5.0717  0.62
O -6.1938 -1.5012 -4.3168  -0.22
O -4.6858 -3.4602 -4.5159  -0.24
C -5.1699 -4.4617 -5.4125  -0.17
C -5.1953 -3.7960 -6.7785  -0.17
O -5.6225 -2.4561 -6.5280  -0.19
H -6.1755 -4.7479 -5.0931  0.13
H -4.5210 -5.3368 -5.3919  0.14
H -5.8737 -4.2926 -7.4709  0.14
H -4.1942 -3.7556 -7.2169  0.13

Force components x, y, z for each atom (eV/Å):
C 0.329 0.768 0.248
C -1.313 -0.080 0.532
O 0.461 -0.823 1.125
C 0.758 -0.236 -0.155
C 0.207 0.434 -1.330
O -1.307 0.218 1.220
C 1.104 -0.741 0.653
C -0.719 0.663 -0.699
O -0.070 -0.647 -0.861
C 1.766 -0.899 -0.782
C -1.373 1.590 -1.190
O -0.697 -1.615 0.332
C 1.422 -0.590 1.273
C -0.712 -0.755 -0.544
O -1.395 -0.246 -0.020
C -0.093 0.252 2.592
C 0.953 0.833 0.485
C 0.099 -1.096 -0.478
C 0.040 1.299 -0.413
F 1.679 0.215 -1.196
F -1.661 1.921 0.431
F -0.573 -2.370 -0.570
P 0.181 -0.789 -0.903
C -0.324 1.122 1.133
C -0.625 -0.306 -0.136
P 0.995 1.203 0.622
S -0.226 -0.264 -0.085
C 0.195 -0.365 -0.921
F -0.558 1.012 1.913
F -0.672 2.102 -1.273
C 1.952 -1.106 -0.113
F -1.712 0.900 0.627
F 0.041 -1.543 1.441
C 0.209 -0.080 -1.561
C 0.444 1.155 -0.010
F -0.441 1.197 -0.269
C -0.482 -1.245 -0.882
Br 0.217 -0.765 -0.796
C -0.588 1.002 2.334
C -0.369 -1.863 -0.229
Br 0.815 0.658 0.240
H -1.037 1.123 -0.186
H 0.905 -0.167 0.909
H 0.690 -0.257 -1.236
H 1.179 -0.987 -0.010
H -0.503 -0.361 -1.156
H 0.114 1.262 -0.194
H -0.562 0.101 1.249
H -0.735 -1.050 0.780
H 0.360 -0.433 -1.079
H 0.685 -0.378 -1.164
H 0.379 1.322 0.500
H -0.969 -1.054 -0.200
H -0.674 0.340 0.966
H 0.838 0.247 0.845
H -0.997 0.386 0.831
H 0.456 0.897 -0.623
H 1.371 0.392 -0.561
H -1.025 0.309 -1.133
H 0.633 0.074 -1.157
H 0.595 -0.906 0.582
H 0.439 -1.185 0.399
H -1.104 0.377 0.872
H -1.297 -0.331 -0.294
H 0.436 1.282 0.072
H 0.466 -0.765 -1.186
H 0.078 0.849 -0.942
H 1.048 0.786 0.840
H 0.511 -1.238 0.408
H -0.794 -0.498 0.510
H 0.100 -0.722 -0.735
H -0.769 -0.069 -1.335
H -0.987 -0.230 1.240
H -0.003 1.274 0.320
H -0.446 -0.770 1.226
H 1.166 -1.100 -0.251
H 1.121 -0.097 1.215
H -0.745 0.770 -0.802
H 0.519 1.323 -0.440
H -0.800 -0.072 -1.119
H 1.284 -0.472 0.195
O 0.355 0.165 0.834
S 0.020 0.127 -0.082
O -0.519 0.236 -0.734
O 0.365 -0.181 -0.658
C 0.299 0.446 0.306
C -0.551 0.167 -0.269
O -0.102 -0.630 0.634
H -0.027 0.037 -0.042
H -0.017 -0.248 -0.070
H 0.172 -0.197 -0.036
H 0.030 0.033 0.097
O 0.981 0.164 -0.004
S -0.305 0.161 0.280
O -0.777 -0.149 0.332
O -0.494 0.307 -0.504
C 0.394 0.440 0.302
C -0.375 -0.305 0.434
O 0.587 -0.594 -0.399
H -0.047 0.011 0.046
H -0.050 -0.154 -0.220
H 0.043 0.037 -0.288
H 0.065 0.011 0.054
O -0.710 -0.280 0.381
S -0.112 -0.163 -0.042
O 0.819 -0.036 -0.530
O 0.108 0.669 -0.476
C -0.506 -0.325 -0.182
C 0.557 -0.304 -0.122
O -0.082 0.093 0.830
H 0.040 -0.016 -0.049
H 0.100 0.207 0.148
H -0.106 0.258 0.079
H -0.042 -0.079 0.008



[2]
A 7-piece molecular cluster, C29H52Br3N9O3P overall at a distorted geometry. Source: the OMol25 dataset; level of theory: ωB97M-V/def2-TZVPD.

Total charge: +1

Each line ends with the Löwdin charge.
Positions of all 97 atoms, in Å:
C -2.3892 -0.7619 2.9269  -0.13
C -1.9666 0.6717 2.2975  -0.23
C -0.4416 0.6626 1.7542  -0.21
N -0.1726 -0.5022 0.8273  -0.04
C 1.0336 -0.2673 0.0120  -0.32
C 0.8720 0.0032 -1.5457  -0.12
N 0.4670 -1.1680 -2.4487  -0.16
C -1.0135 -1.1451 -2.7059  -0.25
C -2.0444 -0.5756 -1.6333  -0.06
C -1.7000 -2.4558 -3.3806  -0.19
C -2.8508 -3.1639 -2.5199  -0.12
C 1.1560 -0.8277 -3.7694  -0.62
Br 1.1615 1.1261 -4.3034  0.83
C 0.7605 -1.5121 -5.1270  -0.74
C -0.3357 -0.8698 -6.0969  -0.21
Br 2.4689 -1.5484 -6.2287  0.66
C 1.0544 -2.3891 -1.7557  -0.43
C 0.0688 -3.2371 -0.8332  -0.17
C 0.6893 -4.0264 0.4146  -0.08
C -0.3825 -5.1601 0.8374  -0.36
O -0.0372 -6.3435 1.0971  0.08
O -1.7996 -4.8813 0.8960  0.02
P 1.7690 -3.7624 -2.9388  0.70
O 1.7637 -5.2933 -2.1869  -0.35
Br 3.9949 -3.4211 -3.3376  0.37
C 2.3898 -2.0672 -0.8620  -0.25
N 2.1174 -1.2665 0.3720  0.00
H -3.5411 -0.8176 2.9894  0.07
H -1.9859 -0.8707 3.9992  0.03
H -2.0268 -1.6271 2.2550  0.06
H -2.6575 0.8869 1.4047  0.08
H -2.0629 1.4734 3.1204  0.11
H 0.3002 0.6432 2.6238  0.10
H -0.3243 1.6705 1.1982  0.12
H -0.1070 -1.3589 1.3983  0.09
H 1.4693 0.7315 0.4217  0.16
H 1.9398 0.3816 -1.7957  0.13
H 0.2138 0.9197 -1.6443  0.12
H -1.1647 -0.3426 -3.5375  0.13
H -3.0465 -0.4527 -2.2041  0.09
H -1.8304 0.4908 -1.2514  0.09
H -2.2859 -1.1954 -0.7225  0.07
H -2.1958 -2.1701 -4.3858  0.08
H -0.9514 -3.2794 -3.6515  0.08
H -3.8247 -2.5783 -2.7318  0.07
H -2.6491 -3.2645 -1.4047  0.06
H -3.0382 -4.1885 -3.0249  0.10
H 2.2801 -1.0259 -3.5739  0.06
H 0.4899 -2.6341 -5.0998  0.06
H 0.1806 -0.4622 -7.0467  0.07
H -1.0359 -0.0897 -5.6620  0.06
H -1.0354 -1.6983 -6.5072  0.10
H -0.8169 -2.6810 -0.3872  0.10
H -0.4076 -4.0494 -1.5123  0.10
H 1.6977 -4.5183 0.2439  0.12
H 0.7720 -3.3480 1.3484  0.13
H -2.1693 -5.2826 0.0785  0.11
H 0.9485 -5.8043 -2.3795  0.08
H 3.1629 -1.4347 -1.4550  0.10
H 2.9831 -3.0335 -0.6319  0.11
H 2.9814 -0.7312 0.5448  0.11
C 2.0106 0.3418 6.0503  -0.07
C 0.6035 0.2251 5.5480  -0.20
N -0.5043 0.1333 5.1497  0.14
H 2.4844 1.2293 5.6233  0.01
H 2.0110 0.4246 7.1384  0.09
H 2.5830 -0.5409 5.7603  0.08
C 5.2481 0.6641 3.1619  -0.06
C 4.7111 1.4913 4.2901  -0.23
N 4.2867 2.1415 5.1797  0.12
H 6.3388 0.6893 3.1692  0.09
H 4.9150 -0.3701 3.2681  0.07
H 4.8893 1.0590 2.2097  0.05
C 3.4409 5.4152 2.6265  -0.08
C 4.2537 4.4344 1.8365  -0.24
N 4.8940 3.6620 1.2142  0.10
H 2.8154 4.8824 3.3446  0.08
H 4.1030 6.0933 3.1669  0.07
H 2.8026 5.9974 1.9620  0.03
C 3.4107 9.5188 3.0874  -0.06
C 2.3309 8.5942 2.6118  -0.23
N 1.4637 7.8682 2.2324  0.12
H 4.2352 8.9411 3.5085  0.07
H 3.7829 10.1146 2.2526  0.08
H 3.0156 10.1870 3.8541  0.08
C -5.9079 0.5156 -3.5423  -0.05
C -4.9763 -0.3833 -4.2991  -0.22
N -4.2425 -1.0914 -4.8954  0.14
H -6.8887 0.0452 -3.4567  0.09
H -5.5131 0.7022 -2.5414  0.05
H -6.0131 1.4664 -4.0668  0.09
C -5.6898 1.9235 2.7951  -0.05
C -5.3688 1.8904 1.3317  -0.25
N -5.1143 1.8634 0.1792  0.11
H -4.8807 1.4602 3.3625  0.07
H -5.8107 2.9564 3.1249  0.08
H -6.6157 1.3781 2.9841  0.08

Force components x, y, z for each atom (eV/Å):
C -0.346 0.385 0.065
C 0.448 -1.072 0.105
C -0.991 0.691 0.435
N -0.064 0.936 0.035
C 0.922 0.900 2.015
C 1.359 1.865 2.205
N 0.257 1.317 0.351
C -4.116 0.887 -1.705
C -0.851 1.028 0.315
C 0.150 -1.014 -0.171
C -0.709 0.065 -1.285
C 2.556 -0.075 -1.562
Br -0.074 -0.837 0.747
C -0.900 -1.496 -1.454
C -0.655 -0.380 -1.234
Br -0.780 -0.051 0.754
C 2.982 -2.264 3.162
C -1.220 -0.912 -0.053
C -1.104 0.049 1.037
C 0.885 -4.316 0.495
O -0.960 4.980 -1.117
O 2.221 0.511 -1.151
P -0.873 -1.708 -2.117
O 0.136 1.903 0.177
Br -0.990 -0.240 0.825
C 1.142 1.064 -0.548
N -0.639 0.156 -1.753
H 1.766 -0.016 -0.203
H -0.603 0.060 -2.007
H -0.677 1.276 1.069
H 1.026 -0.108 1.357
H 0.132 -1.136 -1.434
H -0.994 0.135 -1.012
H 0.047 -1.735 0.643
H 0.338 0.777 -0.582
H -0.779 -1.288 -1.150
H -1.884 -0.969 -0.130
H 0.518 -1.558 -0.298
H 0.869 -1.289 1.454
H 1.771 -0.363 0.691
H -0.010 -1.755 -0.648
H 0.608 0.592 -1.120
H 0.926 -0.196 1.767
H -0.666 1.310 0.469
H 1.540 -0.953 0.772
H -0.332 0.069 -1.600
H 0.386 1.492 1.073
H -1.923 0.263 -0.303
H 0.762 1.993 0.648
H -0.905 -0.332 1.805
H 1.127 -0.890 -0.348
H 1.249 1.160 0.873
H 1.293 -0.257 -0.929
H 0.607 1.332 1.002
H -1.607 0.410 0.179
H 0.009 -0.909 -1.646
H 0.098 0.087 0.828
H 0.607 0.573 -0.112
H -1.371 -1.316 0.264
H -1.369 1.399 -0.299
H -0.665 -0.424 0.060
C -1.058 -0.008 -0.328
C -2.334 -0.284 -0.750
N 3.774 0.499 1.515
H -0.279 -0.255 0.187
H -0.073 -0.014 -0.114
H -0.114 0.048 0.004
C -0.362 0.441 0.652
C -0.772 1.486 1.810
N 1.575 -1.934 -3.003
H -0.124 0.060 0.043
H 0.018 0.097 0.113
H 0.062 0.144 0.147
C 0.522 -0.707 -0.569
C 1.375 -1.646 -1.237
N -2.075 2.294 1.958
H 0.105 0.000 -0.076
H 0.005 -0.126 -0.071
H 0.113 -0.164 0.036
C -0.660 -0.564 -0.300
C -2.838 -2.125 -1.193
N 3.640 3.088 1.598
H -0.107 0.016 -0.047
H -0.087 -0.098 0.042
H -0.026 -0.110 -0.084
C 0.562 -0.551 -0.438
C 1.519 -1.476 -1.319
N -2.292 2.323 1.937
H 0.134 -0.018 -0.057
H 0.006 -0.015 -0.071
H 0.065 -0.128 0.001
C 0.193 -0.008 -0.874
C 0.550 -0.063 -2.500
N -0.789 0.004 3.622
H -0.028 0.030 -0.131
H 0.026 -0.085 -0.107
H 0.091 0.044 -0.096



| no. | HOMO level (eV) | frontier orbital gap (eV) |
| --- | --- | --- |
| 1 | -8.32 | 8.46 |
| 2 | -11.58 | 8.93 |